25
Properties=species:S:1:pos:R:3 method="wB97M-V/def2-TZVPD" total_charge=+1 e_above_lowest_kj_mol=326.9 homo_energy_ev="-11.27 / -11.27" max_force_ev_per_a=1.53
C 3.3223 -0.7749 -0.3496
C 2.2682 -1.4853 -0.9464
C 3.0606 0.1019 0.6702
C 0.9709 -1.2959 -0.5536
C 1.7416 0.3344 1.0938
C 0.6649 -0.4211 0.5224
C -0.4098 2.4615 -0.4819
C -1.6777 0.4511 -1.0207
C -2.8551 -0.2349 1.0778
N -1.5390 1.8578 -0.7477
N -0.5356 -0.1719 1.0338
N -1.6584 -0.4275 0.2380
S 1.0525 2.3617 0.0400
H 4.3336 -0.9602 -0.6723
H 2.4917 -2.2115 -1.7115
H 3.8650 0.6102 1.1765
H 0.1951 -1.9001 -1.0109
H 1.5544 0.8347 2.0323
H -2.6042 0.2690 -1.5663
H -0.8190 0.1187 -1.6181
H -2.9025 -1.0306 1.8169
H -2.7536 0.7124 1.6039
H -3.7536 -0.2426 0.4676
H -2.3402 2.4401 -0.9579
H -1.6719 -1.3971 -0.1365